Molecular formula: C46H77NO19
Method: DFT, the ωB97M-V functional and the def2-TZVPD basis

Properties
2S+1: 1
ΔE to the lowest compared entry with this formula, charge and spin: 0.000 eV
Energy: -3283.37628 Ha
Structure (SMILES): COCCCCCCCCCCCCNC(=O)O.O=C1CCCO1.O=C1CCCO1.O=C1CCCO1.O=C1CCCO1.O=C1CCCO1.O=C1CCCO1.O=C1CCCO1.O=C1CCCO1
HOMO energy: -0.334 Eh
Net charge: 0

Geometry (Å):
1 C 2.535312 0.055857 -1.763357
2 O 1.678948 1.041674 -1.282828
3 C 0.744427 1.484193 -2.265311
4 C 0.672540 2.999060 -2.236972
5 C -0.467155 3.583993 -1.415353
6 C -1.845731 3.121992 -1.876986
7 C -2.932187 3.872947 -1.093623
8 C -4.200721 4.160847 -1.896162
9 C -5.374773 3.259554 -1.462633
10 C -6.326959 3.048054 -2.647792
11 C -7.783199 2.929648 -2.242884
12 C -8.069447 1.843398 -1.203594
13 C -8.576088 0.522569 -1.751048
14 C -7.614757 -0.196048 -2.683532
15 N -6.967445 -1.357926 -2.013761
16 C -5.815251 -1.713884 -2.733813
17 O -5.834267 -2.346871 -3.746581
18 O -4.646522 -1.296240 -2.163790
19 H 2.978490 0.312792 -2.723555
20 H 3.340537 -0.101989 -1.062569
21 H 2.030370 -0.899624 -1.895233
22 H 1.094144 1.209971 -3.251486
23 H -0.225884 1.028040 -2.117764
24 H 0.666997 3.418007 -3.231464
25 H 1.588967 3.333203 -1.768586
26 H -0.364765 3.343288 -0.364889
27 H -0.452201 4.656666 -1.551347
28 H -1.945059 2.068213 -1.666559
29 H -1.950579 3.289480 -2.940833
30 H -3.158286 3.315024 -0.194415
31 H -2.510023 4.819776 -0.785351
32 H -4.528786 5.170347 -1.695282
33 H -4.044563 4.057705 -2.958239
34 H -5.908836 3.771834 -0.674696
35 H -4.964654 2.324215 -1.115865
36 H -5.958762 2.200306 -3.213384
37 H -6.222987 3.905531 -3.299400
38 H -8.066605 3.872306 -1.792751
39 H -8.424452 2.815407 -3.108368
40 H -8.863358 2.226868 -0.574143
41 H -7.230617 1.710774 -0.536289
42 H -9.538189 0.628142 -2.230342
43 H -8.724503 -0.129156 -0.898264
44 H -6.841642 0.449772 -3.085682
45 H -8.161404 -0.567955 -3.534362
46 H -6.669092 -1.067507 -1.088123
47 H -4.751060 -0.361866 -1.952223
48 O -4.057080 -6.980216 1.133053
49 C -4.537883 -6.266871 0.303000
50 O -5.865862 -6.148887 0.136667
51 C -6.147501 -5.306645 -0.996514
52 C -4.895135 -4.465993 -1.183607
53 C -3.801322 -5.413791 -0.714820
54 H -6.355158 -5.942948 -1.858528
55 H -7.028334 -4.707049 -0.784164
56 H -4.767182 -4.110858 -2.202216
57 H -4.934835 -3.595250 -0.525729
58 H -3.440141 -6.057217 -1.519532
59 H -2.967761 -4.891688 -0.253159
60 O -4.535950 -0.110148 0.596834
61 C -3.987811 -0.879986 1.343077
62 O -4.649629 -1.758523 2.131845
63 C -3.707181 -2.433030 3.010548
64 C -2.347801 -2.310930 2.323843
65 C -2.495582 -0.977288 1.601574
66 H -3.732943 -1.927565 3.978651
67 H -4.016910 -3.466622 3.147792
68 H -1.508044 -2.351515 3.008579
69 H -2.225139 -3.107175 1.601963
70 H -2.209816 -0.141785 2.242601
71 H -1.939157 -0.942755 0.669059
72 O 2.806735 5.942939 -4.298233
73 C 3.760804 5.651864 -3.634546
74 O 3.821651 5.842320 -2.302517
75 C 5.130846 5.485288 -1.809104
76 C 5.702858 4.536545 -2.849463
77 C 5.065324 5.059325 -4.137475
78 H 5.722159 6.397413 -1.705923
79 H 5.031997 5.018506 -0.836289
80 H 6.789048 4.519377 -2.860998
81 H 5.354442 3.522320 -2.653229
82 H 5.654826 5.853619 -4.597841
83 H 4.876856 4.266347 -4.855379
84 O 0.990046 1.767013 -5.230629
85 C 0.416713 2.638360 -5.815085
86 O -0.926285 2.787374 -5.765111
87 C -1.339077 3.853258 -6.640623
88 C -0.101405 4.723205 -6.819665
89 C 1.023499 3.695310 -6.717916
90 H -1.680653 3.414351 -7.580475
91 H -2.167045 4.388321 -6.182428
92 H -0.105427 5.289715 -7.748389
93 H -0.023002 5.431773 -5.994514
94 H 1.254545 3.238294 -7.681511
95 H 1.923528 4.111691 -6.273273
96 O 0.005935 -3.566004 1.298902
97 C 0.374380 -4.606457 1.779920
98 O 0.538166 -4.757753 3.110148
99 C 1.105593 -6.057692 3.400679
100 C 0.768235 -6.915555 2.190566
101 C 0.774413 -5.884428 1.062585
102 H 2.177403 -5.939151 3.542252
103 H 0.672235 -6.442190 4.318378
104 H 1.463016 -7.740953 2.046339
105 H -0.227379 -7.329142 2.295617
106 H 1.772256 -5.746345 0.641761
107 H 0.066308 -6.121544 0.276684
108 O 6.971351 3.730866 -0.014975
109 C 6.850509 3.621119 1.171369
110 O 7.727138 4.149496 2.048384
111 C 7.378810 3.759234 3.396585
112 C 5.901511 3.400779 3.334719
113 C 5.761756 2.865433 1.912960
114 H 7.998207 2.912012 3.681507
115 H 7.583440 4.586284 4.071425
116 H 5.595936 2.701614 4.107698
117 H 5.300645 4.305506 3.441186
118 H 5.975797 1.801734 1.853962
119 H 4.786834 3.073489 1.480388
120 O 4.470828 -7.698916 5.813852
121 C 3.944463 -6.768003 6.340219
122 O 2.791697 -6.218754 5.876712
123 C 2.456408 -5.047663 6.644678
124 C 3.182586 -5.220167 7.972748
125 C 4.431292 -5.994738 7.552918
126 H 2.794478 -4.166241 6.095778
127 H 1.376876 -4.995484 6.761173
128 H 3.390026 -4.276748 8.472970
129 H 2.581450 -5.831823 8.646209
130 H 5.239907 -5.332225 7.241828
131 H 4.780496 -6.673216 8.324881
132 O 6.504385 0.375378 6.124778
133 C 6.837490 -0.104934 5.086424
134 O 7.192558 0.652546 4.012697
135 C 7.441000 -0.201054 2.874257
136 C 7.755376 -1.570516 3.459279
137 C 6.900754 -1.577065 4.725939
138 H 6.546285 -0.217972 2.249478
139 H 8.266818 0.208883 2.297186
140 H 7.541912 -2.387266 2.773595
141 H 8.810715 -1.625101 3.727947
142 H 5.887390 -1.933150 4.536505
143 H 7.353568 -2.148305 5.530191

Cartesian forces, eV/Å:
C 0.044 -0.502 -0.193
O -0.170 0.248 0.272
C 0.571 0.397 -0.310
C -0.117 0.028 0.946
C -0.363 -0.372 -0.864
C -0.002 0.387 0.828
C 0.270 0.239 -0.802
C -0.472 -0.594 1.151
C 0.193 0.533 -1.249
C 0.186 0.151 0.384
C 0.270 -0.323 0.309
C -0.805 0.361 -0.295
C 0.762 -0.200 0.349
C -0.361 -0.604 -0.158
N 0.355 0.617 0.061
C -0.149 -0.292 0.085
O 0.106 -0.104 -0.127
O 0.103 -0.197 -0.574
H 0.071 0.229 -0.243
H 0.221 0.084 0.410
H -0.213 -0.267 -0.035
H 0.036 -0.333 -0.034
H -0.237 -0.286 0.179
H -0.172 0.039 -0.411
H 0.475 0.127 -0.059
H 0.196 0.051 0.376
H 0.163 0.463 0.282
H -0.133 -0.498 -0.265
H -0.039 -0.021 -0.384
H -0.184 -0.050 0.337
H 0.178 0.315 0.230
H 0.007 0.505 -0.238
H 0.264 -0.025 -0.415
H -0.105 -0.142 0.542
H -0.106 -0.427 0.398
H -0.072 -0.224 -0.281
H -0.048 0.297 -0.314
H -0.030 0.428 0.059
H -0.205 -0.158 -0.301
H -0.238 0.056 0.341
H 0.448 -0.189 0.107
H -0.278 0.246 -0.169
H -0.294 -0.302 0.192
H 0.026 0.404 -0.006
H -0.089 -0.301 -0.355
H -0.058 0.079 0.150
H 0.154 0.073 0.648
O 0.112 -0.137 0.336
C 0.433 -0.154 -0.175
O -0.219 0.077 -0.037
C -0.089 0.202 -0.178
C 0.078 0.133 -0.144
C -0.358 0.305 0.100
H 0.029 -0.035 -0.002
H -0.055 -0.087 0.109
H -0.042 -0.049 -0.038
H -0.013 0.001 -0.002
H 0.054 -0.024 0.067
H 0.160 -0.197 0.010
O -0.278 -0.387 0.091
C 0.333 0.395 0.091
O 0.181 -0.020 -0.138
C 0.177 -0.004 0.013
C -0.552 0.288 0.145
C -0.008 -0.439 -0.014
H -0.025 0.037 -0.039
H -0.222 0.067 -0.105
H -0.014 -0.027 0.068
H -0.001 -0.127 -0.086
H 0.019 0.113 -0.109
H -0.001 0.236 -0.009
O -0.281 -0.001 0.094
C 0.197 0.025 -0.401
O -0.021 0.003 -0.007
C 0.150 -0.086 0.061
C 0.030 0.011 -0.213
C 0.077 -0.323 0.550
H -0.022 0.018 -0.033
H -0.165 0.056 0.033
H 0.011 0.056 0.072
H 0.011 -0.003 0.053
H -0.049 0.000 -0.080
H -0.069 0.170 -0.195
O -0.045 -0.107 -0.186
C 0.264 0.023 -0.325
O -0.058 0.049 0.035
C -0.003 0.178 -0.092
C 0.100 -0.004 -0.026
C -0.307 0.379 0.185
H 0.023 -0.032 0.001
H -0.041 -0.134 0.116
H -0.048 -0.052 -0.038
H 0.013 -0.002 0.012
H 0.060 -0.049 0.026
H 0.104 -0.157 -0.021
O 0.267 -0.538 0.110
C 0.180 0.448 -0.437
O -0.024 -0.144 0.143
C -0.058 -0.160 -0.169
C 0.169 0.120 -0.174
C -0.188 -0.224 0.394
H 0.014 0.017 -0.014
H -0.035 0.184 0.077
H 0.046 0.069 0.038
H -0.233 -0.104 0.046
H -0.059 0.070 -0.082
H 0.050 0.143 -0.203
O 0.126 0.159 -0.124
C -0.109 -0.370 0.001
O -0.026 0.038 0.055
C -0.093 0.024 0.161
C -0.139 0.016 -0.015
C -0.025 0.520 0.372
H 0.005 -0.044 -0.026
H 0.094 0.109 -0.149
H 0.112 -0.040 0.029
H 0.011 0.016 0.008
H -0.037 -0.056 -0.111
H 0.035 -0.160 -0.192
O -0.084 -0.184 -0.173
C 0.325 0.165 0.111
O 0.054 -0.003 0.214
C -0.042 0.106 0.148
C 0.142 -0.003 0.029
C -0.557 0.090 0.169
H 0.018 -0.002 -0.006
H -0.031 -0.088 -0.149
H -0.006 0.038 -0.066
H -0.028 0.006 -0.008
H 0.072 -0.065 -0.001
H 0.220 -0.047 -0.114
O 0.021 0.236 0.127
C -0.242 -0.200 0.029
O 0.073 -0.351 -0.111
C 0.126 -0.104 -0.056
C -0.062 -0.100 0.093
C 0.464 0.087 -0.349
H -0.034 -0.033 0.026
H -0.035 0.162 0.056
H -0.048 0.044 -0.044
H 0.012 0.016 -0.016
H -0.033 -0.001 0.077
H -0.195 0.005 0.149